(1)
{"formula": "C4H11NO", "method": "the ωB97M-V functional and the def2-TZVPD basis", "species": ["C", "C", "C", "N", "C", "H", "H", "H", "H", "H", "H", "H", "H", "H", "H", "H", "O"], "positions_angstrom": [[0.484, -2.065, -0.997], [0.436, -0.695, -0.740], [0.097, 0.015, 0.474], [0.042, 1.434, 0.514], [1.317, 2.172, 0.484], [-0.013, -3.463, 0.141], [0.401, -2.809, -0.317], [0.779, -2.221, -2.004], [0.455, -0.089, -1.660], [0.140, -0.462, 1.437], [-0.753, 1.744, 1.093], [2.006, 1.806, -0.369], [1.025, 3.244, 0.238], [1.907, 2.261, 1.393], [-3.287, -0.732, -0.313], [-2.019, -0.058, 0.253], [-3.017, -0.083, 0.374]], "lowdin_charge": [-0.0203, -0.1537, -0.1701, -0.1368, -0.1251, 0.1949, -0.1783, 0.0562, 0.1110, 0.1080, 0.1226, 0.1028, 0.0868, 0.0568, 0.0460, 0.0024, -0.1032], "homo_energy_ev": -7.05, "multiplicity": 1, "e_tot_ev": -7855.8652}

=====

(2)
{"formula": "C4H11NO", "method": "the ωB97M-V functional and the def2-TZVPD basis", "species": ["C", "C", "N", "C", "C", "H", "H", "H", "H", "H", "H", "H", "H", "H", "H", "H", "O"], "positions_angstrom": [[-0.929, 1.164, 2.114], [-1.248, 0.825, 0.760], [-0.006, 0.218, 0.133], [-0.478, -1.050, -0.476], [0.711, -1.989, -0.599], [-0.054, 1.827, 2.347], [-1.719, 1.238, 2.861], [-1.317, 1.977, 0.987], [0.483, 0.120, 1.004], [-1.323, -1.401, 0.116], [-0.771, -0.554, -1.445], [1.418, -1.709, 0.177], [0.570, -3.079, -0.468], [1.196, -1.746, -1.622], [1.026, 1.174, -1.218], [1.102, 1.876, -2.566], [1.337, 1.110, -2.107]], "lowdin_charge": [0.0079, -0.1990, -0.1488, -0.2923, -0.0957, 0.0993, 0.0668, 0.1320, 0.0618, 0.0905, 0.1229, 0.0554, 0.0707, 0.1010, -0.0272, -0.0026, -0.0427], "homo_energy_ev": -8.53, "multiplicity": 1, "e_tot_ev": -7858.1425}

=====

(3)
{"formula": "C4H11NO", "method": "the ωB97M-V functional and the def2-TZVPD basis", "species": ["C", "C", "O", "H", "H", "H", "H", "C", "C", "N", "H", "H", "H", "H", "H", "H", "H"], "positions_angstrom": [[-0.057, -3.628, -0.008], [1.428, -3.941, 0.040], [2.139, -3.376, 0.824], [0.049, -2.518, -0.089], [-0.733, -3.796, -0.856], [-0.535, -3.917, 0.932], [1.866, -4.427, -0.859], [0.138, 1.586, -0.034], [-0.144, 3.044, 0.344], [-1.196, 3.706, -0.462], [-0.862, 1.137, -0.176], [0.588, 1.102, 0.835], [0.769, 1.300, -0.890], [0.777, 3.622, 0.228], [-0.623, 3.015, 1.335], [-2.040, 4.042, -0.020], [-1.565, 3.050, -1.145]], "lowdin_charge": [-0.0586, -0.3286, 0.0367, 0.0856, 0.0716, 0.0792, 0.1145, -0.1242, -0.3285, -0.0442, 0.0684, 0.0634, 0.0703, 0.0945, 0.1043, 0.0501, 0.0457], "homo_energy_ev": -9.07, "smiles": "CC=O.CCN", "multiplicity": 1, "e_tot_ev": -7862.4528}

=====

(4)
{"formula": "C4H11NO", "method": "the ωB97M-V functional and the def2-TZVPD basis", "species": ["C", "C", "N", "C", "H", "H", "H", "H", "H", "H", "H", "C", "O", "H", "H", "H", "H"], "positions_angstrom": [[2.022, 0.535, -0.703], [1.105, 0.618, 0.497], [-0.129, 1.126, 0.466], [-0.745, 1.401, -0.814], [3.012, 0.207, -0.380], [1.644, -0.200, -1.416], [2.115, 1.498, -1.211], [1.614, 0.757, 1.460], [-0.482, 2.428, -1.101], [-0.437, 0.732, -1.621], [-1.829, 1.343, -0.702], [-1.669, -1.958, 0.994], [-0.608, -1.302, 0.350], [-1.313, -2.859, 1.515], [-2.252, -1.318, 1.672], [-2.405, -2.285, 0.247], [0.359, -0.725, 0.745]], "lowdin_charge": [-0.0790, -0.2856, -0.0045, -0.1313, 0.0726, 0.0781, 0.0817, 0.1197, 0.0929, 0.0770, 0.0788, -0.2012, -0.2597, 0.0686, 0.0694, 0.0726, 0.1500], "homo_energy_ev": -9.08, "smiles": "C/C=N\\C.CO", "multiplicity": 1, "e_tot_ev": -7860.5564}

=====

(5)
{"formula": "C4H11NO", "method": "the ωB97M-V functional and the def2-TZVPD basis", "species": ["C", "C", "N", "O", "H", "H", "H", "H", "H", "C", "C", "H", "H", "H", "H", "H", "H"], "positions_angstrom": [[1.775, -0.851, -1.378], [1.967, -1.121, 0.061], [1.829, -0.040, 0.907], [2.224, -2.207, 0.549], [1.145, -0.023, -1.695], [1.321, -1.740, -1.822], [2.753, -0.724, -1.845], [1.959, -0.134, 1.904], [1.687, 0.883, 0.510], [-1.398, 1.063, 0.267], [-2.812, 0.442, 0.419], [-1.238, 2.139, 0.287], [-0.791, 0.649, 1.071], [-0.980, 0.733, -0.683], [-2.920, -0.564, 0.026], [-3.543, 1.083, -0.073], [-2.977, 0.414, 1.496]], "lowdin_charge": [-0.0187, -0.5997, 0.1362, 0.0346, 0.0659, 0.0913, 0.0916, 0.1079, 0.0935, -0.1738, -0.1504, 0.0620, 0.0412, 0.0418, 0.0612, 0.0579, 0.0574], "homo_energy_ev": -9.86, "smiles": "CC(N)=O.CC", "multiplicity": 1, "e_tot_ev": -7864.2079}

=====

(6)
{"formula": "C4H11NO", "method": "the ωB97M-V functional and the def2-TZVPD basis", "species": ["N", "C", "C", "C", "C", "H", "H", "H", "H", "H", "H", "H", "H", "H", "H", "H", "O"], "positions_angstrom": [[-0.966, -0.961, -1.015], [0.323, -0.503, -0.606], [0.134, 3.107, 0.529], [-0.319, 1.863, -0.161], [0.583, 0.781, -0.139], [-1.147, -1.953, -0.773], [-0.978, -0.984, -2.033], [1.174, -1.036, -0.989], [0.819, -2.856, 1.691], [1.187, 3.323, 0.225], [-0.604, 3.931, 0.510], [0.412, 3.000, 1.642], [-1.329, 1.610, -0.450], [1.569, 1.001, 0.324], [1.487, -2.533, 1.743], [-1.439, -4.156, 0.054], [-0.907, -3.636, -0.554]], "lowdin_charge": [0.0427, -0.0576, -0.0936, -0.0242, -0.0924, 0.0052, 0.1071, 0.1188, 0.0133, 0.0966, 0.0828, 0.1225, 0.1121, 0.1232, 0.0092, -0.1127, -0.4528], "homo_energy_ev": -7.24, "multiplicity": 1, "e_tot_ev": -7857.5890}

=====

(7)
{"formula": "C4H11NO", "method": "the ωB97M-V functional and the def2-TZVPD basis", "species": ["C", "C", "C", "C", "N", "H", "H", "H", "H", "H", "H", "H", "H", "H", "O", "H", "H"], "positions_angstrom": [[-0.510, -0.411, 1.436], [0.365, -0.427, 0.212], [1.869, -0.423, 0.428], [-0.168, -0.543, -1.002], [-1.536, -0.435, -1.268], [-0.848, -1.420, 1.670], [0.031, -0.091, 2.339], [-1.436, 0.188, 1.406], [2.331, 0.485, 0.047], [2.116, -0.448, 1.493], [2.371, -1.294, 0.013], [0.439, -0.673, -1.883], [-1.845, -0.808, -2.151], [-2.166, -0.688, -0.526], [-0.285, 2.676, -0.608], [-1.097, 2.341, -1.006], [0.367, 1.970, -0.601]], "lowdin_charge": [-0.0763, -0.3715, -0.0677, -0.2093, 0.0515, 0.0784, 0.0757, 0.0770, 0.0695, 0.0697, 0.0722, 0.1192, 0.0778, 0.0699, -0.0632, 0.0250, 0.0020], "homo_energy_ev": -8.06, "smiles": "CC(C)=CN.O", "multiplicity": 1, "e_tot_ev": -7863.5263}

=====

(8)
{"formula": "C4H11NO", "method": "the ωB97M-V functional and the def2-TZVPD basis", "species": ["C", "C", "C", "N", "C", "H", "H", "H", "H", "H", "H", "H", "H", "H", "H", "H", "O"], "positions_angstrom": [[-1.015, 0.340, 2.772], [-0.068, 0.203, 1.658], [0.473, -1.004, 1.214], [1.273, -1.176, 0.191], [1.751, -0.107, -0.736], [-0.749, -0.157, 3.701], [-1.994, -0.021, 2.430], [-1.103, 1.397, 3.007], [0.206, 1.049, 1.035], [0.294, -1.859, 1.841], [2.033, -1.832, 0.336], [2.602, 0.382, -0.256], [0.933, 0.542, -1.000], [2.170, -0.693, -1.549], [-2.780, 1.061, -5.462], [-2.061, 0.649, -4.205], [-1.965, 1.225, -4.975]], "lowdin_charge": [-0.0462, -0.0063, -0.0657, 0.0408, 0.0090, 0.1043, 0.1184, 0.0935, 0.1211, 0.1493, 0.1691, 0.1147, 0.0941, 0.1039, 0.0381, 0.0252, -0.0634], "charge": 1, "homo_energy_ev": [-13.72, -13.72], "multiplicity": 2, "s_squared": 0.76, "e_tot_ev": -7855.4610}

=====

(9)
{"formula": "C4H11NO", "method": "the ωB97M-V functional and the def2-TZVPD basis", "species": ["C", "O", "C", "H", "H", "H", "H", "H", "C", "C", "N", "H", "H", "H", "H", "H", "H"], "positions_angstrom": [[0.281, -1.820, -0.775], [-0.445, -0.740, -0.379], [1.659, -1.994, -0.160], [0.379, -1.769, -1.875], [-0.373, -2.697, -0.624], [1.693, -1.842, 0.918], [2.404, -1.344, -0.614], [1.982, -3.019, -0.324], [-1.448, 2.368, -0.222], [0.054, 0.899, 0.961], [-0.934, 1.716, 1.007], [-1.613, 3.419, -0.022], [-2.356, 1.866, -0.527], [-0.696, 2.272, -1.000], [0.873, 1.099, 0.282], [0.211, 0.128, 1.699], [-1.672, 1.459, 1.656]], "lowdin_charge": [-0.3051, -0.0026, -0.0660, 0.1589, 0.1558, 0.0763, 0.0834, 0.0872, 0.0036, 0.0759, 0.0031, 0.0984, 0.1059, 0.1001, 0.1297, 0.1257, 0.1698], "charge": 1, "homo_energy_ev": [-15.32, -14.78], "multiplicity": 2, "s_squared": 0.76, "e_tot_ev": -7854.2598}

=====

(10)
{"formula": "C4H11NO", "method": "the ωB97M-V functional and the def2-TZVPD basis", "species": ["C", "C", "C", "H", "H", "H", "H", "H", "H", "N", "C", "O", "H", "H", "H", "H", "H"], "positions_angstrom": [[-2.811, -1.655, -0.508], [-2.531, -0.261, -0.907], [-1.781, 0.589, -0.199], [-2.457, -1.805, 0.507], [-2.452, -2.384, -1.238], [-3.883, -1.882, -0.544], [-3.102, 0.291, -1.657], [-1.595, 1.598, -0.537], [-1.560, 0.299, 0.830], [3.681, 1.097, 0.227], [2.629, 0.453, 0.955], [1.620, 0.086, 0.091], [4.679, 1.050, 0.412], [3.455, 1.055, -0.775], [2.233, 1.131, 1.727], [2.943, -0.422, 1.547], [0.933, 0.761, 0.069]], "lowdin_charge": [-0.1063, -0.2350, -0.0552, 0.0737, 0.0818, 0.0838, 0.1048, 0.0472, 0.0568, 0.3544, -0.2354, 0.0276, 0.1669, 0.1716, 0.1815, 0.1856, 0.0963], "charge": 1, "homo_energy_ev": [-12.21, -12.20], "multiplicity": 2, "s_squared": 0.75, "e_tot_ev": -7853.2673}

=====

(11)
{"formula": "C4H11NO2", "method": "the ωB97M-V functional and the def2-TZVPD basis", "species": ["N", "C", "C", "C", "C", "H", "H", "H", "H", "H", "H", "H", "H", "H", "O", "H", "H", "O"], "positions_angstrom": [[0.509, 0.945, -1.366], [0.129, 0.972, -0.044], [0.959, -0.152, 0.827], [-0.564, -0.105, 0.689], [-1.307, -1.051, -0.224], [0.220, 1.775, -1.881], [1.989, 0.279, -1.721], [0.210, 1.882, 0.561], [1.379, 0.267, 1.750], [-1.147, 0.242, 1.595], [-0.933, -2.083, -0.213], [-1.183, -0.656, -1.210], [1.511, -0.863, 0.232], [3.052, 0.156, -2.754], [2.663, -0.411, -2.066], [-3.094, 0.557, 2.667], [-2.366, -1.139, -0.003], [-2.472, -0.165, 2.515]], "lowdin_charge": [0.0469, -0.3610, -0.0083, -0.3211, -0.0738, 0.0495, -0.0213, 0.1199, 0.0900, 0.0658, 0.0731, 0.0425, 0.0763, 0.0077, -0.1602, -0.1555, 0.0612, -0.5317], "charge": -1, "homo_energy_ev": [-3.06, -2.90], "multiplicity": 2, "s_squared": 0.76, "e_tot_ev": -9908.0613}

=====

(12)
{"formula": "C4H11NO2", "method": "the ωB97M-V functional and the def2-TZVPD basis", "species": ["C", "C", "N", "C", "C", "O", "H", "H", "H", "H", "H", "H", "H", "H", "H", "O", "H", "H"], "positions_angstrom": [[0.757, -1.995, 0.354], [-0.670, -1.577, 0.037], [-0.841, -0.148, -0.166], [-0.343, 0.428, -1.396], [-1.046, 0.651, 0.904], [-0.917, 1.866, 0.928], [1.467, -1.863, -0.467], [0.770, -3.064, 0.524], [1.099, -1.565, 1.296], [-1.318, -1.903, 0.845], [-1.047, -2.102, -0.837], [0.125, 1.400, -1.280], [-1.162, 0.536, -2.109], [0.375, -0.234, -1.859], [-1.398, 0.156, 1.821], [1.730, 2.948, 0.513], [1.561, 3.901, 0.551], [0.857, 2.565, 0.342]], "lowdin_charge": [-0.0760, -0.2304, -0.1407, -0.0265, -0.3149, -0.0011, 0.0738, 0.0685, 0.0808, 0.1123, 0.1183, 0.0790, 0.0956, 0.0847, 0.1423, -0.0787, 0.0388, -0.0258], "homo_energy_ev": -9.67, "smiles": "CCN(C)C=O.O", "multiplicity": 1, "e_tot_ev": -9911.6025}

=====

Relative energy (zero: lowest compared OMol25 entry of this formula, charge and spin) per entry: 200.4, 147.8, 48.4, 92.2, 8.0, 160.6, 23.7, 20.3, 48.0, 70.9, 77.9, 14.7 kcal/mol